106
Properties=species:S:1:pos:R:3:lowdin_charge:R:1 method="wB97M-V/def2-TZVPD" orbital_gap_ev=8.4 charge=+1 multiplicity=1 lumo_ha=-0.073
C -2.30813 -4.78495 -0.92730 -0.10
C -1.78178 -4.13226 -2.30474 -0.19
C -0.39557 -3.39188 -2.05649 -0.16
C -0.46780 -1.78547 -2.24588 -0.26
C 0.58696 -1.54309 -3.40895 -0.07
C -0.15040 -1.11323 -0.86920 -0.15
C -1.17749 -1.55577 0.29402 -0.24
C -2.67884 -1.57792 -0.13425 -0.11
C -3.48467 -0.21958 0.01460 -0.15
C -4.16898 0.23012 -1.34237 -0.21
O -3.28430 0.11458 -2.46440 -0.25
C -3.37597 1.23492 -3.35526 -0.10
N -0.92735 -0.90475 1.59520 0.04
C 0.39617 -0.28781 1.72227 -0.23
C 0.69202 0.37911 3.11075 -0.12
C -0.39066 1.41823 3.60661 -0.18
C -1.37216 0.75907 4.66293 -0.18
C -2.43359 1.77135 5.21560 -0.14
N -3.35435 2.29273 4.18870 -0.12
C -3.67572 1.73205 2.96533 -0.15
C -4.58190 2.47605 2.12934 -0.06
C -4.85974 3.65310 3.02428 -0.08
C -4.11121 3.48437 4.24214 -0.09
C 0.76992 0.66592 0.47143 -0.20
O 0.63336 2.05104 0.77324 -0.11
C 1.88363 2.70276 1.00879 -0.12
C 1.74579 4.29817 0.91519 -0.36
C 0.26849 4.79119 0.72526 -0.03
O 2.41122 4.93034 2.01890 -0.07
N -0.10289 0.36461 -0.73192 0.02
C 0.18579 1.24654 -1.89269 -0.07
C 1.68761 1.47559 -2.27209 -0.14
F 2.53889 0.37909 -2.09778 -0.04
H -3.25138 -4.29085 -0.57663 0.06
H -1.55540 -4.73866 -0.10264 0.06
H -2.55790 -5.87214 -1.06840 0.07
H -1.60490 -5.00420 -2.99161 0.11
H -2.53399 -3.43111 -2.74278 0.10
H 0.30570 -3.85027 -2.81268 0.10
H 0.08006 -3.66697 -1.06988 0.11
H -1.47576 -1.55749 -2.67947 0.12
H 0.37738 -2.28776 -4.22885 0.10
H 0.53442 -0.53795 -3.89336 0.06
H 1.62104 -1.77842 -3.04666 0.09
H 0.87846 -1.50623 -0.61090 0.17
H -0.90812 -2.63835 0.47753 0.13
H -3.18455 -2.31017 0.56022 0.13
H -2.88867 -1.96008 -1.15859 0.09
H -2.90587 0.63657 0.45795 0.08
H -4.34882 -0.39119 0.72002 0.12
H -5.11213 -0.38148 -1.47096 0.14
H -4.52265 1.30106 -1.29972 0.12
H -2.58930 1.06923 -4.14742 0.10
H -4.35169 1.31991 -3.89653 0.10
H -3.10543 2.15592 -2.76714 0.10
H -1.60633 -0.18427 1.84664 0.07
H 1.13466 -1.14412 1.64618 0.16
H 0.67650 -0.46898 3.85907 0.13
H 1.74873 0.76533 3.15752 0.12
H 0.14581 2.24980 4.14898 0.12
H -0.95597 1.80377 2.72290 0.10
H -1.87642 -0.15657 4.25280 0.11
H -0.75670 0.43281 5.55002 0.13
H -3.06695 1.31122 6.01709 0.13
H -1.90081 2.65137 5.67872 0.13
H -3.19951 0.75294 2.74644 0.08
H -4.95294 2.24065 1.11303 0.08
H -5.54870 4.47312 2.74238 0.09
H -4.08124 4.14970 5.13792 0.12
H 1.85589 0.47947 0.27553 0.17
H 2.70456 2.42880 0.29500 0.13
H 2.30531 2.51845 2.04166 0.13
H 2.32866 4.62446 0.00641 0.14
H 0.33099 5.89779 0.50895 0.10
H -0.17210 4.32658 -0.19086 0.07
H -0.35819 4.69382 1.64573 0.09
H 1.88999 4.80156 2.83049 0.11
H -1.04180 0.66824 -0.40500 0.17
H -0.21733 2.26857 -1.62884 0.14
H -0.46968 0.93241 -2.75230 0.12
H 2.03317 2.41413 -1.75758 0.12
H 1.70826 1.73123 -3.37134 0.14
C 7.77886 4.66769 -2.34058 -0.04
O 7.38088 5.52216 -1.26839 0.01
C 6.40575 5.02564 -0.50159 -0.61
O 5.86375 3.95553 -0.64710 0.10
O 6.13291 5.91864 0.45335 0.01
C 5.10070 5.51129 1.35232 -0.04
H 8.57078 5.17498 -2.88847 0.10
H 8.17085 3.72521 -1.95674 0.10
H 6.94517 4.48934 -3.02081 0.10
H 5.38911 4.60272 1.88287 0.10
H 4.16726 5.36503 0.82034 0.06
H 4.96173 6.30720 2.08124 0.10
C -0.35109 -9.83164 -0.85804 -0.04
O 0.98402 -9.35931 -1.04223 0.01
C 1.07072 -8.19646 -1.69290 -0.61
O 0.14479 -7.54920 -2.11481 0.11
O 2.36576 -7.87420 -1.79545 0.01
C 2.61192 -6.64507 -2.47439 -0.04
H -0.29414 -10.77676 -0.32133 0.10
H -0.92980 -9.12674 -0.25983 0.10
H -0.83363 -10.00704 -1.82005 0.10
H 2.15179 -5.81142 -1.94081 0.08
H 2.24781 -6.69247 -3.50158 0.10
H 3.68937 -6.49097 -2.49533 0.10